{
  "formula": "C31H30N10OReS3",
  "method": "ωB97M-V with the def2-TZVPD basis set",
  "species": ["Re", "C", "C", "N", "N", "C", "S", "S", "C", "C", "C", "C", "C", "C", "C", "C", "C", "C", "C", "C", "C", "O", "H", "H", "H", "H", "H", "H", "H", "H", "H", "H", "H", "H", "H", "H", "N", "C", "N", "C", "N", "N", "C", "N", "C", "C", "C", "C", "C", "N", "H", "H", "H", "H", "H", "H", "H", "H", "N", "C", "S", "N", "C", "C", "C", "C", "C", "C", "H", "H", "H", "H", "H", "H", "H", "H"],
  "coordinates": [[-0.48833, 0.23610, -1.12913], [-4.05444, 2.54771, 0.07754], [-2.60904, 2.22868, -0.17594], [-2.24858, 0.96718, -0.31661], [-3.26268, 0.06315, 0.05770], [-3.02539, -1.18107, -0.13295], [-1.58298, -1.82169, -0.90734], [-4.37106, -2.26668, 0.19718], [-3.77860, -3.38336, 1.52454], [-2.61601, -4.27479, 1.21081], [-1.32207, -3.87926, 1.53471], [-0.24233, -4.70344, 1.25710], [-0.44733, -5.93866, 0.65859], [-1.73785, -6.34835, 0.34991], [-2.81535, -5.52191, 0.62770], [-1.66062, 3.33347, -0.24223], [-2.10238, 4.61853, 0.15700], [-1.28770, 5.72134, 0.10414], [0.02636, 5.57943, -0.34689], [0.50351, 4.34092, -0.71340], [-0.32264, 3.21517, -0.66944], [0.21958, 2.06075, -1.05983], [-4.69287, 1.72924, -0.22880], [-4.33331, 3.45436, -0.45248], [-4.22800, 2.70145, 1.14540], [-4.68749, -3.96500, 1.68429], [-3.59739, -2.77147, 2.40612], [-1.16885, -2.92677, 2.03214], [0.76191, -4.38791, 1.51219], [0.39130, -6.58971, 0.45077], [-1.90528, -7.31753, -0.10030], [-3.82180, -5.85596, 0.40460], [-3.10253, 4.73741, 0.54353], [-1.66259, 6.68870, 0.40547], [0.67509, 6.44361, -0.40347], [1.52172, 4.20468, -1.05358], [2.50121, -1.48026, -0.58497], [2.30660, -1.21992, -1.87135], [3.25041, -1.59781, -2.71821], [3.02516, -1.37953, -4.00869], [3.94915, -1.72829, -4.88793], [1.88215, -0.82040, -4.50394], [1.02129, -0.45790, -3.61058], [1.14771, -0.58770, -2.25981], [-0.24743, 0.14551, -4.08242], [-0.52240, 0.31889, -5.42128], [-1.74355, 0.86632, -5.78671], [-2.64922, 1.20964, -4.79780], [-2.30812, 1.00957, -3.47416], [-1.12384, 0.49145, -3.12078], [3.34967, -1.96402, -0.34202], [1.80154, -1.26702, 0.11227], [4.80648, -2.14932, -4.57113], [3.78455, -1.59101, -5.87054], [0.22087, 0.02175, -6.14602], [-1.98386, 1.01884, -6.82996], [-3.61354, 1.63287, -5.03922], [-2.98947, 1.25876, -2.67516], [1.48513, 1.95613, 1.97775], [1.33780, 0.64839, 2.11577], [0.10002, -0.24266, 1.27448], [2.08883, -0.03800, 2.96288], [2.96558, 0.47562, 3.98340], [2.60751, 1.57043, 4.75989], [3.44765, 1.96941, 5.78952], [4.62763, 1.28395, 6.03722], [4.97138, 0.18890, 5.25723], [4.13743, -0.22284, 4.23016], [0.89686, 2.46193, 1.33449], [2.19994, 2.45916, 2.48328], [1.95117, -1.03852, 2.95058], [1.66783, 2.08274, 4.59974], [3.16661, 2.80901, 6.41020], [5.27377, 1.59595, 6.84582], [5.88872, -0.34981, 5.44998], [4.39679, -1.07858, 3.61903]],
  "atomic_forces_ev_per_a": [[0.311, -0.386, 1.184], [0.031, -0.033, 0.049], [-0.021, 0.042, 0.157], [-0.325, -0.091, -0.219], [0.138, 0.143, 0.056], [0.038, -0.050, -0.179], [-0.110, 0.046, -0.073], [-0.151, -0.008, -0.097], [0.082, 0.073, -0.076], [0.007, -0.036, 0.048], [-0.048, -0.030, 0.149], [-0.007, 0.000, -0.040], [-0.014, 0.032, -0.008], [0.024, 0.001, -0.026], [0.006, 0.027, -0.057], [-0.159, 0.076, -0.057], [0.013, -0.105, -0.005], [0.075, -0.009, -0.018], [-0.057, 0.051, 0.065], [0.092, -0.020, 0.038], [0.057, -0.047, -0.144], [0.070, 0.289, -0.084], [-0.003, -0.008, -0.002], [0.013, 0.019, 0.030], [0.008, 0.018, 0.000], [0.043, -0.021, 0.136], [-0.018, -0.029, 0.027], [0.020, -0.020, -0.034], [0.006, -0.011, 0.044], [0.003, -0.001, -0.003], [-0.001, -0.007, 0.014], [0.003, 0.018, -0.039], [-0.019, 0.030, -0.056], [0.004, -0.006, 0.031], [0.009, -0.007, -0.004], [-0.011, 0.018, -0.051], [0.053, 0.071, 0.028], [-0.033, -0.025, -0.057], [-0.016, 0.006, 0.061], [-0.036, 0.012, -0.051], [-0.005, 0.009, 0.005], [0.080, -0.024, 0.004], [-0.079, 0.063, 0.039], [0.001, 0.064, -0.101], [-0.005, -0.008, 0.050], [0.013, 0.000, -0.047], [0.027, -0.014, -0.020], [-0.010, 0.028, 0.014], [0.026, -0.029, -0.041], [-0.019, 0.124, -0.224], [-0.016, -0.022, 0.007], [-0.024, -0.084, -0.011], [-0.002, -0.012, -0.009], [0.008, 0.008, 0.000], [-0.013, 0.005, -0.009], [-0.003, -0.011, -0.002], [-0.006, -0.012, 0.006], [-0.008, -0.017, 0.010], [-0.006, -0.073, -0.073], [0.044, 0.544, -0.222], [0.013, -0.485, -0.198], [-0.072, 0.002, 0.112], [-0.027, -0.035, -0.015], [-0.036, -0.050, 0.018], [0.016, 0.023, -0.038], [0.004, -0.001, 0.001], [-0.008, -0.009, 0.007], [0.061, 0.051, -0.083], [0.029, -0.015, -0.012], [0.033, -0.018, -0.029], [-0.074, 0.006, 0.060], [-0.031, -0.025, 0.057], [0.004, 0.009, -0.008], [0.006, 0.006, -0.005], [-0.005, -0.008, 0.007], [0.009, -0.012, 0.016]],
  "lowdin_spin": [2.283, 0.008, 0.062, 0.001, 0.021, 0.027, 0.143, 0.005, 0.001, 0.003, 0.004, 0.002, 0.000, 0.002, 0.000, 0.013, 0.014, 0.010, 0.014, 0.009, 0.017, 0.170, 0.001, 0.001, 0.003, 0.000, 0.000, 0.001, 0.000, 0.000, 0.000, 0.000, 0.001, 0.000, 0.000, 0.000, 0.006, 0.012, -0.001, 0.006, 0.011, 0.013, 0.011, 0.033, 0.012, -0.002, 0.015, -0.002, 0.015, 0.002, 0.000, 0.003, 0.000, 0.000, 0.000, 0.001, 0.000, 0.000, 0.003, 0.008, 0.030, 0.005, 0.000, 0.001, 0.000, 0.001, 0.000, 0.000, 0.000, 0.000, 0.000, 0.000, 0.000, 0.000, 0.000, 0.000],
  "homo_lumo_gap_ev": [7.0, 5.9],
  "charge": 2,
  "multiplicity": 4
}